1.
ORCA calculation (the ωB97M-V functional and the def2-TZVPD basis) on a 2-piece molecular cluster, C2H9N2O3 overall in a non-equilibrium geometry.

```
16
Properties=species:S:1:pos:R:3:lowdin_charge:R:1
C 0.7781 -0.9510 0.7450 -0.367
C -0.0749 -1.0671 -0.5978 -0.304
N -0.9781 1.1704 -0.9065 0.104
N 0.0032 -0.5624 1.8702 0.108
O 1.9102 -0.1953 0.3849 0.035
O 0.5160 -0.9273 -1.7995 0.175
O -1.0877 -1.8276 -0.5764 0.225
H 1.1923 -2.0207 0.7922 0.199
H -1.0481 1.6671 -0.0326 0.055
H -0.0994 1.5895 -1.1705 0.056
H -0.9666 -0.9491 1.6084 0.139
H -0.0679 0.4294 1.9643 0.082
H -1.6296 1.4202 -1.6364 0.074
H 2.1531 0.3888 1.0721 0.098
H 1.3690 -0.5577 -1.7902 0.114
H -1.2724 -1.9299 -1.5582 0.208
```

Values from the calculation:
**Max |F|**: 0.0789 Eh/bohr
**Gap between HOMO and LUMO**: 10.30 eV
**2S+1**: 1
**HOMO**: -14.62 eV
**E**: -416.54223 hartree
**Charge**: +1
**Energy relative to the best compared isomer or geometry (same formula, charge and spin)**: 35.82 kcal per mole

***

2.
ORCA calculation (the ωB97M-V functional and the def2-TZVPD basis) on a 2-piece molecular cluster, C2H9N2O3 overall in a non-equilibrium geometry.

```
16
Properties=species:S:1:pos:R:3:lowdin_charge:R:1
C 0.8505 -0.6419 0.4581 -0.397
C -0.6540 -0.6206 0.3455 -0.380
N -0.8755 1.1700 -0.9040 0.131
N 1.2899 0.7506 0.5893 0.086
O 1.3795 -1.1766 -0.6675 0.033
O -1.2512 -1.4926 -0.3706 0.239
O -1.2891 -0.1357 1.3760 0.193
H 1.1745 -1.2624 1.3611 0.196
H -1.5688 0.9042 -1.6115 0.100
H -1.1459 1.8610 -0.2489 0.069
H 0.9769 1.3737 1.2843 0.081
H 2.2857 0.7273 0.6689 0.089
H -0.2677 1.6365 -1.5496 0.080
H 2.2707 -0.9189 -0.9968 0.155
H -0.9182 -1.9327 -1.1212 0.145
H -2.2574 -0.2419 1.3869 0.180
```

Values from the calculation:
**Max |F|**: 0.0656 Eh/bohr
**Gap between HOMO and LUMO**: 10.31 eV
**2S+1**: 1
**HOMO**: -13.94 eV
**E**: -416.55235 hartree
**Charge**: +1
**Energy relative to the best compared isomer or geometry (same formula, charge and spin)**: 29.46 kcal per mole

***

3.
ORCA calculation (the ωB97M-V functional and the def2-TZVPD basis) on a 2-piece molecular cluster, C2H9N2S overall in a non-equilibrium geometry.

```
14
Properties=species:S:1:pos:R:3:lowdin_charge:R:1
C 0.3287 2.9135 -0.9278 -0.736
S -1.1330 1.7994 -0.8728 0.008
H 0.1100 3.9535 -0.6420 -0.022
H 1.1146 2.6779 -0.2069 -0.024
H 0.6671 2.8902 -1.9633 -0.035
N -0.5418 -2.0006 -0.5852 -0.031
C 0.3948 -2.0040 0.5417 -0.379
N 0.1784 -0.9664 1.5907 -0.021
H -1.5034 -2.0784 -0.2476 0.050
H -0.5259 -1.0487 -0.9428 -0.019
H 0.1420 -2.9070 1.1098 0.085
H 1.3902 -2.0023 0.1152 0.088
H 0.1322 -0.0635 1.1116 0.001
H -0.7538 -1.1637 1.9193 0.036
```

Values from the calculation:
**Max |F|**: 0.0398 Eh/bohr
**Gap between HOMO and LUMO**: 6.62 eV
**2S+1**: 1
**HOMO**: -2.49 eV
**E**: -589.31269 hartree
**Charge**: -1
**Energy relative to the best compared isomer or geometry (same formula, charge and spin)**: 12.46 kcal per mole